(1)
The following is a DFT calculation (the ωB97M-V functional and the def2-TZVPD basis) of the molecule CHCl3 in a non-equilibrium geometry.

XYZ file:
```
5
Properties=species:S:1:pos:R:3
C 0.008 0.145 0.066
Cl 1.425 0.280 -1.017
Cl 0.353 -1.321 1.072
Cl -1.548 -0.151 -0.747
H -0.238 1.047 0.626
```

Summary:
Energy relative to the best compared isomer or geometry (same formula, charge and spin): 5.0 kcal per mole
SMILES string: ClC(Cl)Cl
Largest force on an atom: 0.0253 hartree/bohr
Frontier orbital gap: 11.70 eV
LUMO level: 0.60 eV



(2)
The following is a DFT calculation (the ωB97M-V functional and the def2-TZVPD basis) of a 2-piece molecular cluster, CHCl3FOP overall in a non-equilibrium geometry.

XYZ file:
```
8
Properties=species:S:1:pos:R:3
C 0.684 0.743 0.389
O -0.093 -3.346 0.130
F -0.225 -0.208 -1.785
P -0.513 -0.589 -0.297
Cl 0.109 2.333 -0.039
Cl 1.022 0.584 2.161
Cl -2.479 -0.101 -0.377
H 1.495 0.585 -0.181
```

Summary:
Energy relative to the best compared isomer or geometry (same formula, charge and spin): 176.6 kcal per mole
Largest force on an atom: 0.0906 hartree/bohr
Frontier orbital gap (spin up / spin down): 7.55 / 7.57 eV
LUMO level (spin up / spin down): -3.05 / -3.04 eV